--- A ---
{"formula": "H8O4", "method": "ωB97M-V/def2-TZVPD", "molar_mass_g_mol": 72.1, "orbital_gap_ev": 12.03, "smiles": "O.O.O.O", "homo_ha": -0.4188, "elements": ["O", "H", "H", "O", "H", "H", "O", "H", "H", "O", "H", "H"], "xyz": [[-0.45576, -0.39885, -0.37784], [0.17766, -1.07895, -0.63252], [0.02057, 0.12104, 0.27981], [-1.77217, -3.73801, -0.21430], [-2.51507, -3.75352, -0.82547], [-1.62856, -2.80155, -0.02937], [0.19751, 2.78866, -0.26941], [-0.37478, 2.14738, -0.71473], [0.81954, 3.06993, -0.95005], [1.97834, 0.90983, 1.04323], [2.27749, 1.20602, 1.90814], [1.27523, 1.52801, 0.78251]], "lowdin_charge": [-0.05, 0.05, 0.00, -0.06, 0.03, 0.01, -0.05, 0.04, 0.06, -0.07, 0.04, -0.01]}


--- B ---
{"formula": "H8O4", "method": "ωB97M-V/def2-TZVPD", "molar_mass_g_mol": 72.1, "orbital_gap_ev": 10.86, "smiles": "O.O.O.O", "homo_ha": -0.3833, "elements": ["O", "H", "H", "H", "O", "H", "O", "H", "H", "O", "H", "H"], "xyz": [[4.71586, -0.67637, -2.73087], [4.07961, -0.45528, -1.95425], [4.43414, -1.57101, -2.93916], [-10.60811, -3.24076, -0.71628], [-10.98439, -2.41017, -0.45915], [-10.25330, -1.81674, -0.66457], [2.99837, -0.81111, -0.71711], [2.34860, -0.09097, -0.51165], [3.47045, -0.95935, 0.17767], [3.46622, 3.68837, 3.36082], [3.39363, 4.02391, 4.25384], [2.93894, 4.31948, 2.90070]], "lowdin_charge": [-0.13, 0.01, 0.01, 0.02, -0.05, 0.03, -0.09, 0.08, 0.12, -0.04, 0.03, 0.01]}


From most stable to least stable, the computed energies give A, B.


--- A ---
{"formula": "C10H10N2O2", "method": "ωB97M-V/def2-TZVPD", "molar_mass_g_mol": 190.2, "orbital_gap_ev": 8.99, "smiles": "O=c1cc[nH]c(=O)[nH]1.c1ccccc1", "homo_ha": -0.3383, "elements": ["C", "C", "C", "C", "C", "C", "C", "C", "C", "C", "H", "H", "H", "H", "H", "H", "H", "H", "H", "H", "N", "N", "O", "O"], "xyz": [[-1.52576, 0.27424, -1.81003], [-1.64415, 1.05784, -0.75679], [-0.45740, 1.68512, -0.32069], [0.65771, 1.78645, -1.16453], [0.84326, 0.88338, -2.04019], [-0.32904, 0.24505, -2.45936], [-0.87530, -1.59750, 1.02832], [-0.75240, -1.01512, 2.32291], [0.38841, -0.34797, 2.67197], [1.59029, -1.17218, 0.71292], [-2.40360, -0.30079, -2.09399], [-2.51196, 0.90032, 0.03442], [-0.51827, 2.25968, 0.56222], [1.44832, 2.19226, -0.61155], [1.75600, 0.79186, -2.56136], [-0.08729, -0.20934, -3.52773], [0.22924, -1.39813, -0.86285], [-1.73714, -0.96855, 2.87559], [0.68123, 0.64967, 3.37999], [2.45453, -0.36369, 2.11309], [0.30368, -1.43148, 0.17728], [1.52998, -0.52929, 1.92950], [-1.70892, -2.17413, 0.26827], [2.66861, -1.21769, 0.13259]], "lowdin_charge": [-0.16, -0.11, -0.07, -0.12, -0.14, -0.10, -0.39, -0.02, -0.06, -0.49, 0.12, 0.16, 0.09, 0.10, 0.11, 0.15, 0.15, 0.14, 0.20, 0.12, 0.17, 0.10, 0.01, 0.06]}


--- B ---
{"formula": "C10H10N2O2", "method": "ωB97M-V/def2-TZVPD", "molar_mass_g_mol": 190.2, "orbital_gap_ev": 9.57, "smiles": "O=c1cc[nH]c(=O)[nH]1.c1ccccc1", "homo_ha": -0.3298, "elements": ["C", "C", "C", "C", "C", "C", "C", "C", "C", "C", "H", "H", "H", "H", "H", "H", "H", "H", "H", "H", "N", "N", "O", "O"], "xyz": [[-0.08080, 0.84571, 2.34085], [-1.28510, 0.05309, 2.10980], [-1.03682, -1.17337, 1.43390], [0.21506, -1.64670, 1.21475], [1.42424, -0.94822, 1.48980], [1.16751, 0.22043, 2.15018], [-0.61340, 0.31420, -3.05886], [0.70733, -0.23572, -2.72110], [1.21596, -0.06469, -1.49913], [-0.81619, 1.11494, -0.70229], [-0.13331, 1.86105, 2.77948], [-2.26347, 0.58921, 2.15055], [-1.92142, -1.79997, 1.12965], [0.11257, -2.71135, 0.71145], [2.35591, -1.54074, 1.10639], [2.07572, 0.73198, 2.33611], [-2.18441, 1.28002, -2.17359], [1.23205, -0.74481, -3.50719], [2.23435, -0.39264, -1.22800], [0.87874, 0.78885, 0.40401], [-1.25842, 0.94396, -2.00448], [0.47898, 0.60742, -0.51926], [-1.12116, 0.22403, -4.14429], [-1.38391, 1.68331, 0.20127]], "lowdin_charge": [-0.07, -0.04, -0.13, -0.14, -0.13, -0.17, -0.47, 0.00, -0.06, -0.47, 0.12, 0.12, 0.12, 0.14, 0.15, 0.10, 0.16, 0.11, 0.13, 0.09, 0.21, 0.10, 0.08, 0.06]}


--- C ---
{"formula": "C10H10N2O2", "method": "ωB97M-V/def2-TZVPD", "molar_mass_g_mol": 190.2, "orbital_gap_ev": 9.42, "homo_ha": -0.3256, "elements": ["C", "C", "C", "C", "C", "C", "C", "C", "C", "C", "N", "N", "O", "O", "H", "H", "H", "H", "H", "H", "H", "H", "H", "H"], "xyz": [[-0.39115, 2.01772, -1.46866], [0.00874, 2.49781, -0.18513], [-1.07915, 0.84973, -1.55162], [-0.42459, 1.81545, 0.90647], [-1.16467, -0.01339, -0.46445], [-0.89028, 0.45439, 0.75735], [0.84175, -3.08616, 0.20660], [1.40811, -0.58066, -2.77926], [-1.51358, -1.60524, 2.17509], [-1.07020, -0.34361, 2.02687], [2.17410, -1.09013, 0.76171], [1.32799, -2.03669, 0.31100], [0.83691, -1.15615, -3.58306], [1.99142, 0.04952, -2.02263], [-0.18055, 2.58648, -2.37245], [0.52161, 3.44307, -0.09555], [-1.42016, 0.31583, -2.52784], [-0.19521, 2.16147, 1.91291], [-1.48422, -0.96879, -0.53714], [-1.85038, -2.11175, 1.29992], [3.09335, -1.07712, 0.36781], [-1.60576, -2.14765, 3.19868], [-0.58872, 0.26239, 2.75448], [1.65464, -0.23655, 0.90889]], "lowdin_charge": [-0.09, -0.08, -0.10, -0.05, -0.08, -0.25, 0.00, -0.47, 0.01, -0.13, 0.07, -0.17, 0.22, 0.19, 0.11, 0.10, 0.15, 0.11, 0.08, 0.03, 0.10, 0.10, 0.07, 0.08]}


From most stable to least stable, the computed energies give B, A, C.


--- A ---
{"formula": "C5H6OS2", "method": "ωB97M-V/def2-TZVPD", "molar_mass_g_mol": 146.2, "orbital_gap_ev": 8.17, "homo_ha": -0.3274, "elements": ["C", "C", "C", "C", "C", "H", "H", "H", "H", "H", "H", "O", "S", "S"], "xyz": [[0.49715, 0.80148, 1.80981], [0.54338, 0.42132, 0.41521], [-0.11860, -1.51961, -0.89425], [-0.72351, -0.11608, -0.22752], [1.15230, 1.53730, -0.41630], [-0.78649, 1.14263, 2.02490], [0.90784, -0.25704, 2.50661], [1.30694, 1.73127, 2.05722], [0.34246, -1.16277, -1.95998], [-0.84302, -2.37169, -0.91117], [2.17172, 2.10077, -0.23830], [0.50369, 1.92718, -1.38350], [1.38728, -1.43654, 0.08782], [-2.33936, -0.02266, 0.12887]], "lowdin_charge": [-0.15, -0.71, -0.50, -0.76, -0.23, 0.15, 0.15, 0.13, 0.11, 0.08, 0.16, 0.04, 0.81, 0.72]}


--- B ---
{"formula": "C5H6OS2", "method": "ωB97M-V/def2-TZVPD", "molar_mass_g_mol": 146.2, "orbital_gap_ev": [6.35, 6.35], "homo_ha": [-0.3108, -0.3108], "elements": ["C", "C", "C", "C", "C", "O", "S", "S", "H", "H", "H", "H", "H", "H"], "xyz": [[2.14106, 0.08463, -0.05351], [3.12175, -0.90335, -0.13224], [0.73704, 0.15389, -0.02564], [-0.39338, -0.68139, -0.00178], [-1.78891, -0.02930, 0.05270], [-1.36694, -3.04346, 0.09416], [4.74658, -0.52643, -0.03147], [-0.13733, -2.34455, -0.07346], [2.60318, 1.08389, -0.11007], [2.93396, -2.02852, -0.05036], [0.45953, 1.27704, 0.01474], [-1.82592, 0.20105, 1.15383], [-2.74688, -0.60936, -0.23623], [-1.62739, 0.92566, -0.49109]], "lowdin_charge": [-0.24, -0.67, -0.14, -0.55, -0.08, -0.53, 0.64, 0.99, 0.09, 0.06, 0.14, 0.10, 0.11, 0.08]}


From most stable to least stable, the computed energies give B, A.


--- A ---
{"formula": "C5H6OS2", "method": "ωB97M-V/def2-TZVPD", "molar_mass_g_mol": 146.2, "orbital_gap_ev": 8.40, "smiles": "S=C1C[C@]2(CO2)CS1", "homo_ha": -0.3191, "elements": ["C", "C", "C", "C", "C", "H", "H", "H", "H", "H", "H", "O", "S", "S"], "xyz": [[1.13694, -0.70556, -1.29614], [-0.06758, 0.17977, -1.21224], [-0.38399, 0.21986, 0.26718], [-0.22100, -1.18059, 0.85165], [-0.36156, 1.43873, 1.11984], [0.10034, 1.17460, -1.67207], [-0.93161, -0.33035, -1.66269], [-0.99120, -1.85361, 0.55123], [-0.13488, -1.18021, 1.90647], [-0.05098, 2.46110, 0.78207], [-0.09443, 1.26866, 2.18339], [-1.58806, 0.93228, 0.61309], [2.25408, -0.66382, -2.54188], [1.33392, -1.76088, 0.11010]], "lowdin_charge": [-1.08, -0.19, -0.50, -0.35, -0.08, 0.14, 0.14, 0.08, 0.07, 0.13, 0.12, -0.01, 0.60, 0.93]}


--- B ---
{"formula": "C5H6OS2", "method": "ωB97M-V/def2-TZVPD", "molar_mass_g_mol": 146.2, "orbital_gap_ev": 9.67, "homo_ha": -0.3287, "elements": ["C", "C", "C", "C", "C", "H", "H", "H", "H", "H", "H", "O", "S", "S"], "xyz": [[-0.48361, -0.94502, -0.02047], [0.43230, -0.34353, 1.08606], [0.49831, -0.24928, -0.98402], [0.48343, 1.22868, -0.67489], [0.41128, 1.18310, 0.79416], [-2.64622, -1.65834, -0.46626], [-0.42701, -2.04071, -0.03283], [0.34280, -0.71466, 2.10662], [0.50351, -0.47293, -2.08064], [0.98988, 1.99115, -1.26434], [0.91673, 1.85817, 1.45021], [-0.69765, 1.58715, 0.01010], [-2.20035, -0.54885, 0.04997], [1.87659, -0.87493, 0.02632]], "lowdin_charge": [-0.71, -0.42, -0.50, -0.27, -0.26, -0.16, 0.09, 0.12, 0.13, 0.16, 0.14, -0.09, 0.84, 0.93]}


--- C ---
{"formula": "C5H6OS2", "method": "ωB97M-V/def2-TZVPD", "molar_mass_g_mol": 146.2, "orbital_gap_ev": 8.02, "homo_ha": -0.2885, "elements": ["C", "C", "C", "C", "C", "O", "S", "S", "H", "H", "H", "H", "H", "H"], "xyz": [[-0.39639, 0.07069, -2.13770], [0.25978, -1.04951, -1.35501], [-0.15081, 0.95015, -0.82688], [0.45991, -0.19240, -0.15764], [0.29797, -0.74985, 1.15065], [1.57218, 2.36523, 0.30592], [-1.59474, -1.19951, -1.50801], [1.62302, 1.09973, -0.69055], [-0.46334, 0.43105, -3.09873], [0.71801, -2.00137, -1.63460], [1.40836, 3.13653, 0.14466], [-0.70519, -1.07439, 1.25178], [0.40002, -0.01238, 1.97684], [0.85930, -1.61039, 1.37175]], "lowdin_charge": [-0.46, -0.48, -0.34, -0.73, -0.06, -0.25, 0.85, 1.14, 0.07, 0.11, -0.10, 0.07, 0.11, 0.08]}


--- D ---
{"formula": "C5H6OS2", "method": "ωB97M-V/def2-TZVPD", "molar_mass_g_mol": 146.2, "orbital_gap_ev": 8.27, "smiles": "S=C1[C@@H]2C[C@H]1OCS2", "homo_ha": -0.3252, "elements": ["C", "C", "C", "C", "C", "H", "H", "H", "H", "H", "H", "O", "S", "S"], "xyz": [[-0.93903, 0.00814, 0.11634], [0.10574, -0.58090, 1.03925], [0.32384, 0.88557, 1.52669], [-0.18384, 1.33534, 0.12787], [1.28884, 0.11959, -1.26533], [-0.18386, -1.36533, 1.71516], [-0.36784, 1.16111, 2.31793], [1.34666, 1.18117, 1.77932], [-0.74016, 2.28442, 0.04462], [2.23591, 0.24806, -1.79137], [0.54161, -0.31215, -1.94450], [0.89038, 1.38173, -0.79560], [-2.39956, -0.44136, -0.38408], [1.55402, -1.11224, 0.07000]], "lowdin_charge": [-0.80, -0.54, -0.11, -0.32, -0.46, 0.10, 0.12, 0.12, 0.16, 0.09, 0.09, -0.13, 0.77, 0.91]}


From most stable to least stable, the computed energies give A, D, B, C.